## a
The following is a quantum chemistry calculation of 9 unconnected molecules or ions with the total composition C5H30N2O8, from the Open Molecules 2025 dataset.

Summary:
SMILES = CCCNCCN.O.O.O.O.O.O.O.O
LUMO level = 0.43 eV
frontier orbital gap = 0.351 hartree
multiplicity = 1
highest occupied orbital energy = -0.3351 hartree

Element x y z (Å)
C (-1.66031, -2.95431, -0.81434)
C (-1.37056, -1.97733, 0.31331)
C (-0.69309, -0.70405, -0.17844)
N (0.74291, -0.91259, -0.37584)
C (1.52598, 0.14155, -1.04298)
C (2.19244, 1.14531, -0.10335)
N (1.34237, 2.30756, 0.16695)
H (-2.42694, -2.57682, -1.48160)
H (-0.77362, -3.11163, -1.42210)
H (-2.02403, -3.91495, -0.44969)
H (-0.75146, -2.42996, 1.08775)
H (-2.28613, -1.70457, 0.84656)
H (-0.87832, 0.09593, 0.54636)
H (-1.15310, -0.40090, -1.11095)
H (1.16940, -1.10307, 0.52527)
H (2.28908, -0.35879, -1.63881)
H (0.93254, 0.68898, -1.75589)
H (2.51876, 0.62346, 0.81281)
H (3.10495, 1.49510, -0.58079)
H (0.58998, 2.11366, 0.84166)
H (1.88253, 3.05237, 0.59107)
O (0.54183, 4.10376, -1.84191)
H (1.20928, 4.22459, -2.52482)
H (0.93516, 3.50320, -1.16115)
O (-0.28843, -0.73624, 3.24960)
H (-0.27551, -0.83150, 4.19890)
H (0.45681, -1.29268, 2.90779)
O (1.78282, -2.49584, 2.51353)
H (1.71962, -3.11070, 1.75394)
H (2.70994, -2.43257, 2.74366)
O (-1.29396, 2.07337, -1.70060)
H (-1.01971, 2.95089, -2.01946)
H (-0.56480, 1.89009, -1.09287)
O (-2.98283, 1.87142, 0.50969)
H (-2.48438, 1.96135, -0.33054)
H (-3.66460, 2.56149, 0.53679)
O (-0.71038, 1.87475, 2.22572)
H (-1.57499, 1.94818, 1.74605)
H (-0.60733, 0.97171, 2.60775)
O (-0.44269, -0.23079, -3.74130)
H (-0.12661, -0.86378, -3.09755)
H (-0.87627, 0.48263, -3.26522)
O (1.57095, -3.89851, 0.21844)
H (0.74901, -4.40459, 0.12814)
H (1.41727, -3.09914, -0.30375)

Here are the Mulliken charges for atoms 1 to 8, given in e:
1. C -1.5501
2. C -0.4008
3. C 0.7980
4. N 0.1312
5. C -0.7157
6. C -0.8646
7. N -0.4267
8. H 0.3703

---

## b
The following is a quantum chemistry calculation of 9 unconnected molecules or ions with the total composition C5H30N2O8, from the Open Molecules 2025 dataset.

Summary:
SMILES = CCN(C)CCN.O.O.O.O.O.O.O.O
LUMO level = 0.11 eV
frontier orbital gap = 0.305 hartree
multiplicity = 1
highest occupied orbital energy = -0.3005 hartree

Element x y z (Å)
C (-1.63011, 0.82724, 3.77220)
C (-0.15026, 0.78250, 3.33440)
N (0.01392, -0.08898, 2.18181)
C (-0.39374, -1.47174, 2.45244)
C (1.31802, 0.04049, 1.55396)
C (1.33839, -0.23014, 0.03624)
N (2.63068, 0.30593, -0.35803)
H (-2.28930, 0.67234, 2.92604)
H (-1.90627, 1.75012, 4.27632)
H (-1.76184, 0.02068, 4.49473)
H (-0.01219, 1.76343, 2.92111)
H (0.50155, 0.58387, 4.19060)
H (0.06225, -1.86990, 3.36285)
H (-1.47891, -1.46035, 2.45623)
H (-0.13189, -2.13223, 1.62281)
H (2.16507, -0.60465, 1.83439)
H (1.64430, 1.06139, 1.69854)
H (0.60680, 0.44997, -0.40630)
H (1.16879, -1.27404, -0.23944)
H (2.80931, 0.73648, -1.26099)
H (3.42809, -0.31796, -0.32701)
O (-1.89119, -0.59066, -0.72682)
H (-1.75143, -1.41655, -1.20941)
H (-1.26695, -0.66464, 0.00718)
O (-2.99260, 1.37654, -2.04496)
H (-3.92572, 1.44945, -1.82793)
H (-2.70623, 0.51453, -1.66688)
O (2.46036, 0.83799, -3.34453)
H (2.53187, 1.36718, -4.14511)
H (1.50606, 0.66790, -3.36505)
O (-0.18942, -3.83494, -1.00171)
H (0.59089, -4.11077, -0.51363)
H (-0.59607, -4.63180, -1.35209)
O (4.17585, -1.41684, 1.60695)
H (4.80990, -0.72357, 1.79483)
H (4.35517, -2.27847, 1.97734)
O (-0.15679, 1.46215, -2.95256)
H (-0.19642, 2.41708, -3.09851)
H (-0.91294, 1.37632, -2.35297)
O (-2.01997, 3.76637, -1.39900)
H (-1.97849, 2.81873, -1.65512)
H (-2.15335, 3.60473, -0.45447)
O (-2.13010, -0.35882, -4.51770)
H (-2.06402, -1.27814, -4.24791)
H (-1.43108, 0.10179, -4.03284)

Here are the Mulliken charges for atoms 1 to 8, given in e:
1. C -1.2871
2. C -0.5051
3. N 0.4871
4. C -1.2582
5. C -0.9447
6. C 0.1992
7. N -0.5652
8. H 0.2979

---

Which structure is most stable? a, by 242.0 kJ/mol over the runner-up.

---

## a
The following is a quantum chemistry calculation of C5H5NS in the gas phase, from the Open Molecules 2025 dataset.

Summary:
SMILES = C#CC(=C)/C=N\S
LUMO level = -0.21 eV
frontier orbital gap = 0.313 hartree
multiplicity = 1
highest occupied orbital energy = -0.3204 hartree

Element x y z (Å)
C (-1.62862, -1.41699, 0.88017)
C (-0.96307, -0.59986, 0.32935)
C (-0.21824, 0.49158, -0.31861)
C (-0.52936, 1.84329, -0.08229)
C (1.02521, 0.20051, -1.05691)
N (1.96345, -0.65170, -0.81131)
S (1.95033, -1.76767, 0.46585)
H (-2.37879, -2.10612, 1.34321)
H (-1.37658, 2.25331, 0.52657)
H (0.28566, 2.63190, -0.39270)
H (1.13413, 0.73266, -1.99668)
H (0.73588, -1.61091, 1.11334)

Here are the Mulliken charges for atoms 1 to 8, given in e:
1. C 0.1801
2. C -0.7052
3. C 0.4133
4. C -0.7870
5. C 0.0219
6. N -0.4313
7. S -0.1007
8. H 0.3872

---

## b
The following is a quantum chemistry calculation of C5H5NS in the gas phase, from the Open Molecules 2025 dataset.

Summary:
SMILES = CC1=NC=CC1=S
LUMO level = -1.64 eV
frontier orbital gap = 0.272 hartree
multiplicity = 1
highest occupied orbital energy = -0.3325 hartree

Element x y z (Å)
C (-0.95004, -1.64641, -0.19078)
C (-0.05007, -0.52553, 0.03763)
N (1.11873, -0.54738, 0.59478)
C (1.55925, 0.85903, 0.61401)
C (0.71047, 1.71038, 0.04104)
C (-0.42055, 0.93486, -0.40012)
S (-1.79236, 1.30537, -1.15824)
H (-1.78649, -1.73981, 0.53770)
H (-1.41458, -1.56717, -1.12612)
H (-0.41321, -2.59780, 0.05175)
H (2.51902, 1.04378, 1.13932)
H (0.91984, 2.77069, -0.14097)

Here are the Mulliken charges for atoms 1 to 8, given in e:
1. C -1.2015
2. C 0.6318
3. N -0.6197
4. C -0.1527
5. C -0.5675
6. C 0.3916
7. S -0.2587
8. H 0.2900

---

## c
The following is a quantum chemistry calculation of a molecular structure, C5H5NS, from the Open Molecules 2025 dataset.

Summary:
LUMO level = 0.95 eV
frontier orbital gap = 0.322 hartree
multiplicity = 1
highest occupied orbital energy = -0.2874 hartree

Element x y z (Å)
C (0.05914, -0.67634, -1.82534)
C (-0.99769, 0.25968, -0.08779)
C (-0.91699, 0.72096, 1.21931)
C (1.05000, -0.15088, 0.65540)
C (0.19449, -0.40674, -0.38535)
H (-0.03244, -1.75090, -1.94998)
H (0.93274, -0.31183, -2.51533)
H (-1.62312, 1.44015, 1.74611)
H (0.57176, 0.72816, 2.50127)
H (1.99647, -0.60022, 0.83300)
N (0.32276, 0.44644, 1.63580)
S (-1.55713, 0.30151, -1.82708)

Here are the Mulliken charges for atoms 1 to 8, given in e:
1. C -0.3970
2. C 0.0893
3. C -0.3250
4. C -0.7924
5. C 0.1938
6. H 0.2645
7. H 0.2835
8. H 0.2972

---

Which structure is most stable? b, by 55.7 kJ/mol over the runner-up.

---

## a
The following is a quantum chemistry calculation of CH3ClN2O2 in the gas phase, from the Open Molecules 2025 dataset.

Summary:
SMILES = CN(Cl)[N+](=O)[O-]
LUMO level = 0.52 eV
frontier orbital gap = 0.373 hartree
multiplicity = 1
highest occupied orbital energy = -0.3542 hartree

Element x y z (Å)
C (1.16544, -0.28496, -0.06558)
N (-0.27645, -0.37707, -0.20281)
Cl (-1.09755, -1.80421, 0.00966)
N (-1.25450, 0.81460, 0.12367)
O (-0.73796, 1.86701, 0.06940)
O (-2.41140, 0.52062, 0.16599)
H (1.43801, -0.60609, 0.84889)
H (1.52085, -0.88180, -0.79584)
H (1.65356, 0.75190, -0.15336)

Here are the Mulliken charges for atoms 1 to 8, given in e:
1. C -0.7212
2. N -0.1759
3. Cl -0.0345
4. N 1.0999
5. O -0.5564
6. O -0.5664
7. H 0.3600
8. H 0.3317

---

## b
The following is a quantum chemistry calculation of CH3ClN2O2 in the gas phase, from the Open Molecules 2025 dataset.

Summary:
LUMO level (alpha / beta) = -0.62 / -0.27 eV
frontier orbital gap (alpha / beta) = 0.301 / 0.326 hartree
multiplicity = 1
highest occupied orbital energy (alpha / beta) = -0.3242 / -0.3357 hartree

Element x y z (Å)
C (0.38268, 0.41248, 1.01721)
N (-0.77365, -0.30567, -1.28522)
N (0.62208, -0.37724, -0.20345)
O (-0.74679, -1.02199, -2.24667)
O (1.29636, -1.38126, -0.25560)
Cl (-1.38272, 0.44327, 1.53106)
H (0.79925, 0.10827, 2.03567)
H (0.72919, 1.32883, 0.68681)
H (-0.92641, 0.79331, -1.27982)

Here are the Mulliken charges for atoms 1 to 8, given in e:
1. C -0.3752
2. N 0.1152
3. N 0.2905
4. O -0.3821
5. O -0.4537
6. Cl -0.1484
7. H 0.3173
8. H 0.3605

---

Which structure is most stable? a, by 90.1 kJ/mol over the runner-up.

---

## a
The following is a quantum chemistry calculation of CH3ClN2O2 in the gas phase, from the Open Molecules 2025 dataset.

Summary:
SMILES = CN(Cl)[N+](=O)[O-]
LUMO level = 0.09 eV
frontier orbital gap = 0.388 hartree
multiplicity = 1
highest occupied orbital energy = -0.3848 hartree

Element x y z (Å)
C (-0.10482, 0.01796, 0.11107)
N (-1.71894, 0.06711, -0.24781)
Cl (-2.52123, 1.57706, -0.18067)
N (-2.40944, -1.00993, 0.11178)
O (-1.76059, -1.97445, 0.41703)
O (-3.61862, -0.98910, 0.08551)
H (0.39502, 0.49142, -0.65289)
H (0.03574, 0.40584, 1.09573)
H (0.11813, -1.16471, 0.11324)

Here are the Mulliken charges for atoms 1 to 8, given in e:
1. C -0.5810
2. N -0.2624
3. Cl -0.0014
4. N 1.2727
5. O -0.6525
6. O -0.6431
7. H 0.2961
8. H 0.2925

---

## b
The following is a quantum chemistry calculation of CH3ClN2O2 in the gas phase, from the Open Molecules 2025 dataset.

Summary:
SMILES = NNOC(=O)Cl
LUMO level = 0.70 eV
frontier orbital gap = 0.401 hartree
multiplicity = 1
highest occupied orbital energy = -0.3756 hartree

Element x y z (Å)
N (0.48668, 0.01646, 0.19576)
N (-0.38031, 0.74240, -0.54591)
O (-1.07487, -0.09572, -1.68068)
C (-2.37940, -0.27237, -1.44522)
O (-3.01368, 0.14658, -0.54218)
Cl (-2.95985, -1.17464, -2.79479)
H (-0.01821, -0.57133, 0.74538)
H (1.37918, -0.13339, -0.34582)
H (-1.15012, 0.89162, 0.13451)

Here are the Mulliken charges for atoms 1 to 8, given in e:
1. N -0.3032
2. N -0.2571
3. O -0.2236
4. C 0.5984
5. O -0.4617
6. Cl -0.1415
7. H 0.2184
8. H 0.2767

---

## c
The following is a quantum chemistry calculation of CH3ClN2O2 in the gas phase, from the Open Molecules 2025 dataset.

Summary:
SMILES = NNOC(=O)Cl
LUMO level = 0.74 eV
frontier orbital gap = 0.365 hartree
multiplicity = 1
highest occupied orbital energy = -0.3377 hartree

Element x y z (Å)
N (-0.81889, -0.89400, 1.16408)
N (-0.50742, 0.35795, 0.86021)
O (0.74440, 0.77867, 0.17451)
C (0.80365, 0.52316, -1.27645)
O (-0.09048, 0.03375, -1.86880)
Cl (2.26795, 1.07613, -1.88061)
H (-1.16149, -1.53085, 0.52522)
H (0.03984, -1.22217, 1.72919)
H (-1.27757, 0.87734, 0.57266)

Here are the Mulliken charges for atoms 1 to 8, given in e:
1. N -0.3422
2. N -0.1778
3. O -0.2702
4. C 0.5677
5. O -0.3920
6. Cl -0.1035
7. H 0.2136
8. H 0.2656

---

Which structure is most stable? b, by 57.0 kJ/mol over the runner-up.